Here is 10 unconnected molecules or ions with the total composition C68H84BBrIN11O8 in a non-equilibrium geometry from the Open Molecules 2025 dataset. Energies are from ωB97M-V/def2-TZVPD.

Last column: Mulliken charge in e.
Positions of all 174 atoms, in Å:
H 10.53089 -5.59951 -7.06180  0.385
C 0.68985 0.67894 -1.44244  0.072
N -8.70683 -0.01466 7.57838  0.088
H -1.97754 -2.47313 -4.21674  0.315
C -1.34839 -2.27639 -5.15885  -0.383
H 15.13840 -1.17145 -0.87950  0.393
H 8.27702 -1.99115 -4.72730  0.461
H -4.78012 -5.08858 2.39803  0.509
C 0.67472 0.05787 -2.88993  0.466
H 1.33392 1.25201 -5.35409  0.332
C 15.67238 0.24827 -2.52636  -0.345
H 10.38271 -6.84649 -0.84172  0.192
H -6.45667 1.20992 3.63774  0.239
H -7.39502 -0.34134 4.03494  0.304
C -3.40310 2.52156 -4.11031  -0.323
H 15.96920 0.71761 -4.69370  0.370
H -0.46573 -3.00359 -5.25311  0.351
H -1.54922 -0.08163 -5.62268  0.022
H 5.82731 -1.08862 -3.97512  0.351
C 12.40152 -7.45134 -0.63648  -0.443
C 2.59719 7.87905 4.12761  -0.260
H 0.53972 1.12087 3.06837  0.396
C -10.29236 1.47214 8.02300  -0.405
C 13.01235 -6.61210 -2.62973  -0.093
C -3.49345 -0.13232 -3.53992  0.078
C -2.23744 2.95045 -5.15543  -0.305
C 11.24455 -2.50484 -6.12250  -0.443
C -0.73164 1.70933 0.72621  -0.425
C 15.09000 -1.88125 -2.94825  -0.454
H -3.08576 -4.09091 0.52700  0.560
H -9.42936 3.19282 5.68912  0.389
H 5.22926 6.46657 5.55832  0.377
C 10.85900 -4.65363 -6.65814  -0.756
N 11.30947 -6.88039 -1.23412  -0.011
N 2.26356 1.68453 -5.19106  -0.786
H -11.11005 1.30923 0.10346  0.352
H -2.38001 4.33030 -6.62017  0.318
C 15.71732 0.04886 -3.88463  -0.557
H -3.97977 0.89416 -5.55513  0.199
H 8.89651 -0.65750 -7.00748  0.357
I 0.23792 -0.16571 5.46592  0.095
C -0.72026 -0.18474 -3.57054  0.156
H -8.15126 -0.70109 7.09387  0.210
H -4.24284 3.30042 -4.27742  0.406
C -9.45239 1.35532 9.15850  -0.380
C 13.47328 -7.30313 -1.48187  -0.868
C -0.25539 1.26849 3.87485  -1.099
H 14.78770 -2.91768 -2.93056  0.505
C -3.13659 -5.11137 0.87764  -0.125
H 0.89588 3.55245 6.09881  0.265
C -2.34236 -6.14729 0.45013  -0.867
H -6.96473 -2.88107 0.91989  0.328
H -5.07660 -2.90870 1.24699  -0.217
C -4.05347 1.08907 -4.42374  -0.831
C -5.88749 -0.18952 1.15442  -0.578
H -4.67971 -1.21326 -0.55171  -0.213
H -12.02636 4.87262 2.40058  0.397
H -6.55039 -0.75930 1.91074  0.245
H -8.97406 5.64759 4.62575  0.495
O -6.23634 -2.56603 3.61603  -0.479
N 4.17862 6.38149 3.70217  0.034
H 2.74271 6.79266 2.17725  0.405
H -7.64967 0.05623 9.43311  0.378
H -1.61640 3.77937 -4.66276  0.387
H -6.57524 -1.03514 -0.81676  0.430
C -1.66983 0.94549 3.17023  0.753
H -10.14545 0.40398 6.06148  0.421
B 2.14944 0.93651 -0.72729  0.928
C 11.67369 -6.36187 -2.44720  -0.356
C -7.19233 5.61756 5.97839  -0.540
C -2.04423 0.74180 -1.39946  1.099
C -4.02082 -5.63223 1.85422  -0.234
C -2.08503 0.12513 -2.84328  0.035
Br -7.01257 1.41520 0.65004  0.066
H 0.18258 -0.66609 -5.64328  0.484
O 2.97028 -0.18567 -0.28259  -0.694
C 15.27508 -0.97543 -1.93273  -0.539
H -2.69105 0.27693 5.12611  0.253
H 11.20492 -1.42558 -6.09794  0.417
N -2.71877 -7.27546 1.12882  0.053
C -5.43841 -1.91141 4.32821  0.451
C -9.80503 0.61711 7.06376  -0.474
H 1.73575 8.52073 4.01542  0.396
H 12.32127 -7.91378 0.33551  0.370
C -3.30225 0.80153 1.00103  0.587
C -4.49955 0.21069 1.83399  0.592
H -2.30927 -8.18808 1.01289  0.192
C 3.43447 7.76947 5.26533  -0.370
H -9.34832 4.40565 2.34047  0.362
C -0.64368 1.02851 -0.73487  -0.153
H 3.33960 8.31086 6.19507  0.393
H 14.47795 -7.65214 -1.29449  0.371
H 15.31810 -1.67750 -5.04375  0.229
O -3.10212 -1.49278 -7.04130  -0.440
H 3.65791 2.15818 -0.30269  0.303
H 15.89962 1.17288 -2.01650  0.384
C -5.92415 -2.74327 0.47735  -0.689
C -11.09314 2.20698 0.70294  -0.402
H 1.32169 4.27893 4.43940  0.163
N 11.80123 -4.60323 -5.66537  0.099
C 10.49217 -3.36474 -6.95976  -0.211
H -5.23229 -3.28057 6.16190  0.335
H 4.73339 5.68820 3.22740  0.190
C -3.38326 1.09797 -0.57043  -0.281
H -6.81064 0.71513 5.41676  0.085
H -9.54736 1.88756 10.09346  0.382
O 2.70017 2.24522 -0.53603  -0.521
H -13.16248 2.87377 0.95588  0.387
H 2.73994 -0.86229 -2.89744  0.353
H -3.90959 -2.02270 5.98515  0.260
H 13.59608 -6.32853 -3.49380  0.404
H -1.54537 -6.17936 -0.27727  0.381
C -11.51665 4.06045 1.90326  -0.538
C -10.15877 3.85180 1.89077  -0.314
C 12.04572 -3.29652 -5.33650  -0.539
C -0.34406 2.79003 4.39801  -0.137
O -4.36013 1.60542 -1.16558  -0.487
H -8.99305 2.33838 0.97698  0.048
H -5.18521 1.19058 -4.20680  0.386
H -6.70579 6.56486 5.79779  0.405
O -2.92221 3.57961 -6.28986  -0.541
C -6.76481 4.64818 6.85338  -0.607
H -0.61006 3.43908 3.49625  0.264
C 3.08244 7.01383 3.17779  -0.651
C -5.71992 -1.22507 -0.08840  0.055
C -6.51885 0.32585 4.37966  -0.539
H -5.90970 4.61123 7.51136  0.414
H -1.21203 2.84532 5.13695  0.359
H 1.87522 2.50190 4.85546  0.318
H 2.35188 -0.95140 -0.30052  0.328
H -7.58903 2.75398 7.33352  0.161
N 15.36636 -1.25123 -4.13239  0.014
N 5.99532 0.11301 -5.73221  0.156
C -4.25560 0.03304 3.38668  -0.904
H -1.57757 2.06904 -5.45898  0.059
C -8.37610 5.13807 5.36708  -0.623
C -12.10948 3.01714 1.14936  -0.609
H 5.11343 0.59861 -5.68857  0.176
H 3.87766 1.15237 -3.84611  0.533
C 1.06599 3.29669 4.98911  -0.833
H 9.76365 -3.07311 -7.70195  0.384
O 0.02366 2.62707 1.12163  -0.539
C -8.63363 3.89469 5.88593  -0.333
H 1.84974 -1.08904 -4.47737  0.317
H -4.17395 -7.72724 2.62386  0.384
O -2.06671 -3.52881 -7.18109  -0.545
H -5.70435 -3.46732 -0.39781  0.411
C 6.43331 -0.81721 -4.82669  -0.496
H 12.76579 -3.04340 -4.57263  0.470
C -1.91296 1.15470 1.65489  0.051
C -2.20645 -2.46828 -6.51470  0.379
C -3.73822 -6.96923 1.99074  -0.834
C 2.04609 -0.31351 -3.64420  -1.273
C 7.67083 -1.25336 -5.23230  -0.327
C 7.99421 -0.55722 -6.42248  -0.121
C 4.40290 6.84055 4.97301  -0.515
H -3.83109 -3.48235 4.87671  0.285
C 6.94334 0.28106 -6.70550  -0.937
H -3.52450 -1.06810 -4.20997  0.324
C -8.47964 0.43250 8.85416  -0.632
H -4.24574 -0.35191 -2.68971  -0.385
N -7.65081 3.60388 6.79392  0.238
N -9.91008 2.72614 1.15552  0.142
H -3.05136 2.67229 -3.03764  0.121
C -4.55557 -2.76803 5.38815  -1.040
N -5.25051 -0.45561 4.35026  0.494
H 10.95110 -5.86195 -3.07504  0.426
C -2.85578 0.40339 4.00245  -0.619
H 12.24582 -5.40271 -5.24321  0.210
H -11.15632 2.11156 7.91788  0.425
C -0.80611 -0.76591 -5.05576  -0.786
H -4.02789 -1.65548 -6.75770  0.338
C 2.81676 0.95301 -4.25069  0.025
H 6.78840 0.97957 -7.51380  0.372

The gap between HOMO and LUMO comes out at 6.3 eV. The calculation puts the relative energy (zero: lowest compared OMol25 entry of this formula, charge and spin) at 1240.8 kJ/mol. Its strongest force on any atom is 0.0959 Eh/bohr. The LUMO energy is -1.7 eV. The SMILES is [H]/N=C\Cc1c(CCC(=O)O)c(CCCCO)c2c(c1B(O)O)C(=O)c1c([C@H](I)CC)cc(N(C)C(C)=O)c([C@@H](Br)CC)c1C2=O.c1cc[nH]c1.c1cc[nH]c1.c1cc[nH]c1.c1cc[nH]c1.c1cc[nH]c1.c1cc[nH]c1.c1cc[nH]c1.c1cc[nH]c1.c1cc[nH]c1.